Formula: C33H28BBrF4MoN7P
Source: OMol25
Level of theory: ωB97M-V/def2-TZVPD

Computed properties:
expectation value of S²	2.02
ΔE to the lowest compared entry with this formula, charge and spin	0.0000	eV
charge	+2
LUMO (alpha / beta)	-6.93 / -7.44	eV
molar mass	816.26	Da
calculated total energy	-137827.066	eV
spin multiplicity	3

Positions of all 76 atoms, in Å:
Mo  -0.786  0.236  0.895
C  2.809  -1.821  2.219
C  2.116  -0.659  1.914
N  0.923  -0.971  1.377
N  0.835  -2.320  1.340
C  1.955  -2.849  1.841
B  -0.539  -2.991  1.132
N  -1.186  -2.511  -0.189
C  -1.741  -3.257  -1.147
C  -2.448  -2.435  -2.014
C  -2.297  -1.163  -1.494
N  -1.534  -1.211  -0.385
N  -1.406  -2.456  2.277
C  -2.037  -3.076  3.279
C  -2.610  -2.121  4.101
C  -2.285  -0.906  3.520
N  -1.554  -1.114  2.409
H  3.791  -1.904  2.652
H  2.417  0.370  2.034
H  2.067  -3.921  1.906
H  -0.445  -4.176  1.137
H  -1.597  -4.327  -1.153
H  -3.001  -2.727  -2.890
H  -2.686  -0.224  -1.850
H  -2.028  -4.154  3.341
H  -3.185  -2.283  4.998
H  -2.538  0.093  3.838
F  -0.899  4.138  -5.464
C  -0.480  3.355  -4.501
C  0.735  2.697  -4.616
F  1.473  2.855  -5.691
C  1.162  1.867  -3.589
F  2.332  1.255  -3.716
C  0.397  1.669  -2.447
P  0.986  0.608  -1.096
C  2.495  1.427  -0.535
C  3.775  0.938  -0.785
C  4.881  1.648  -0.340
C  4.717  2.849  0.334
C  3.443  3.360  0.552
C  2.335  2.653  0.117
C  1.344  -0.978  -1.873
C  2.215  -1.895  -1.282
C  2.402  -3.142  -1.856
C  1.709  -3.495  -3.005
C  0.816  -2.601  -3.578
C  0.628  -1.349  -3.014
C  -0.806  2.357  -2.354
Br  -1.816  2.226  -0.760
C  -1.253  3.188  -3.357
F  -2.402  3.832  -3.242
H  3.916  0.019  -1.337
H  5.876  1.266  -0.534
H  5.585  3.401  0.675
H  3.316  4.314  1.049
H  1.346  3.079  0.257
H  2.761  -1.640  -0.383
H  3.101  -3.837  -1.406
H  1.862  -4.468  -3.453
H  0.272  -2.872  -4.474
H  -0.072  -0.664  -3.475
C  -4.454  0.557  0.997
C  -3.570  1.421  1.833
C  -3.863  2.433  2.705
C  -2.640  2.940  3.245
C  -1.638  2.220  2.676
C  -0.162  2.137  2.885
N  -2.186  1.300  1.792
H  -5.462  0.550  1.407
H  -4.100  -0.477  0.983
H  -4.529  0.908  -0.037
H  -4.855  2.783  2.947
H  -2.536  3.732  3.972
H  0.331  3.107  2.932
H  0.373  1.676  2.004
H  0.131  1.533  3.744

Atom charges from the Mulliken analysis, given in e for atoms 1 to 2: -1.487, -1.530